No. 1
48
Properties=species:S:1:pos:R:3:forces:R:3 method="wB97M-V/def2-TZVPD" total_energy_ha=-2825.1320 spin_multiplicity=4 mol_weight_g_mol=488.35 charge=-1 lumo_ev="2.66 / 2.65" e_above_lowest_kcal_mol=0.0
V -0.05474 0.78098 0.04094 0.0 0.1 -0.3
O -3.63199 -0.33304 -1.81443 0.0 -0.2 -0.5
C -2.64919 -0.01084 -1.14920 -1.6 0.0 0.1
O -1.48372 0.26969 -1.53570 0.6 0.2 0.3
C -2.95898 0.15053 0.35178 4.0 0.6 -0.4
C -4.11750 -0.05325 0.99054 -0.9 0.3 1.7
C -4.21347 0.19605 2.38488 -0.1 0.4 -1.6
C -3.08586 0.69273 3.02140 0.3 0.1 -0.8
C -1.90677 0.93773 2.31158 1.1 -1.4 -1.6
N -1.83931 0.58302 0.98954 -1.6 0.4 2.2
C -0.48109 1.44379 2.84807 -2.2 0.0 -0.4
O -0.39152 1.82519 3.98509 -0.3 0.3 1.9
O 0.41040 1.50074 1.97329 1.0 -0.4 -1.5
H -4.89427 -0.31146 0.32842 -1.3 -0.5 -0.2
H -5.20565 0.16453 2.85519 0.7 -0.3 0.1
H -3.10047 0.91798 4.04405 0.0 0.4 1.3
C -1.51027 3.83966 0.44425 -2.5 0.0 2.6
O -0.55357 3.17033 -0.28585 0.1 -0.9 -0.1
C 0.72440 3.76971 -0.30981 0.0 -0.7 -0.4
C 1.59730 2.79018 -1.15203 1.1 1.1 0.7
O 1.92897 1.59207 -0.43245 0.7 1.2 -0.5
C 3.18339 1.73497 0.29241 -1.0 0.8 0.9
H -1.61541 4.90312 0.23481 0.0 0.2 -1.1
H -1.27933 3.96037 1.57186 -0.1 -1.1 -1.3
H -2.55137 3.30130 0.31539 2.2 1.1 0.2
H 1.05182 4.01849 0.73388 0.1 -0.6 -0.8
H 0.62273 4.68502 -0.87914 0.2 0.6 -0.2
H 2.52360 3.39076 -1.42218 -0.8 -1.0 0.1
H 1.10130 2.45238 -2.06303 -0.2 0.3 0.1
H 3.97609 1.21725 -0.25026 -0.1 0.3 0.0
H 3.00518 1.28393 1.27904 0.3 0.0 -0.4
H 3.35098 2.84970 0.46434 0.1 -1.5 -0.3
O -0.62638 -2.52934 0.89216 0.4 0.5 -0.6
C 0.24930 -2.37566 0.04468 -0.7 -0.3 0.7
N 0.79326 -1.17187 -0.36359 0.3 -1.2 0.2
S 2.12103 -1.41006 -1.31588 -1.4 0.1 0.9
O 3.35186 -1.17236 -0.60637 0.5 0.3 0.0
O 1.94573 -0.72569 -2.57979 0.3 -0.7 0.3
C 1.93194 -3.18145 -1.33818 1.4 1.0 -2.6
C 2.65966 -3.97050 -2.18590 0.7 -1.2 -1.5
C 2.24870 -5.32206 -2.33306 0.2 1.2 0.6
C 1.20154 -5.78138 -1.57605 -0.6 1.5 1.6
C 0.54143 -4.91722 -0.66316 -0.6 -1.2 -0.4
C 0.84649 -3.60687 -0.65532 0.6 2.4 0.7
H 3.45525 -3.58707 -2.87462 -0.7 -0.2 1.0
H 2.72732 -6.01359 -2.99050 0.4 -0.1 -0.5
H 0.86519 -6.77381 -1.62220 -0.2 -1.3 -0.2
H -0.26402 -5.17466 0.00112 -0.3 -0.7 -0.1

No. 2
43
Properties=species:S:1:pos:R:3:forces:R:3 method="wB97M-V/def2-TZVPD" total_energy_ha=-1559.4882 smiles="CC(C)C(=O)N[C@H](c1cccs1)c1cc([N+](=O)[O-])c2cccnc2c1O" mol_weight_g_mol=371.42 lumo_ev=-0.95 e_above_lowest_kcal_mol=69.2
C -4.22217 -3.09275 0.34487 0.1 0.2 -0.1
C -3.16683 -2.23825 -0.34794 0.0 -0.3 0.2
C -2.15430 -3.11213 -1.09414 -0.1 0.1 0.0
C -2.40349 -1.41178 0.68100 -0.3 0.0 -0.5
O -2.29962 -1.70475 1.85105 0.0 -0.2 0.4
N -1.81859 -0.30859 0.15287 0.1 0.4 -0.1
C -0.98138 0.57038 0.93418 0.2 -0.2 0.1
C -1.37777 2.00240 0.72753 -0.4 0.2 -0.1
C -0.67055 3.12592 1.02513 -0.1 -0.3 0.0
C -1.36338 4.31281 0.69522 -0.1 0.2 0.0
C -2.58092 4.07026 0.15043 -0.2 -0.3 -0.1
S -2.91319 2.38810 0.02986 0.4 0.3 0.2
C 0.48307 0.39901 0.58443 -0.1 0.0 -0.5
C 1.44052 0.18532 1.57386 0.6 -0.1 0.1
C 2.78846 0.06788 1.29622 -1.0 0.2 -0.6
N 3.66930 -0.10519 2.41640 0.1 -0.1 0.5
O 3.17434 -0.46093 3.46574 0.0 -0.1 0.3
O 4.85405 0.12485 2.26889 0.3 0.1 0.0
C 3.25843 0.13092 -0.04353 -0.2 0.0 0.0
C 4.58913 -0.02896 -0.48914 0.3 0.0 -0.4
C 4.86525 0.05012 -1.83006 -0.1 0.0 0.4
C 3.82100 0.28677 -2.73627 -0.1 0.0 -0.2
N 2.57710 0.41956 -2.36431 -0.1 0.1 -0.2
C 2.28329 0.33961 -1.05175 0.2 -0.1 0.4
C 0.90252 0.48335 -0.73336 0.2 -0.1 0.5
O 0.05096 0.69342 -1.74443 -0.1 0.0 0.1
H -3.75383 -3.69984 1.11511 0.0 -0.1 0.1
H -4.71662 -3.74429 -0.37155 -0.1 -0.1 -0.1
H -4.96845 -2.46063 0.81949 -0.1 0.0 0.1
H -3.64952 -1.55850 -1.05829 0.1 0.0 0.0
H -1.40225 -2.50314 -1.59254 0.1 0.0 -0.1
H -1.65214 -3.77656 -0.39453 0.1 -0.1 0.1
H -2.66060 -3.71764 -1.84260 0.0 -0.1 -0.1
H -1.87439 -0.11621 -0.83507 0.0 -0.1 0.0
H -1.13860 0.27505 1.98128 0.1 0.1 -0.2
H 0.30965 3.11065 1.46754 0.2 0.0 0.1
H -0.96681 5.29873 0.85836 0.0 0.2 0.0
H -3.31304 4.77474 -0.19011 -0.1 0.2 -0.1
H 1.12634 0.11736 2.60564 0.0 0.0 0.0
H 5.37864 -0.20451 0.22374 0.0 0.0 -0.1
H 5.87362 -0.06939 -2.19261 0.1 0.0 0.0
H 4.00930 0.36181 -3.79894 0.1 0.0 -0.1
H 0.59345 0.72503 -2.55766 0.1 0.0 0.1

No. 3
44
Properties=species:S:1:pos:R:3:forces:R:3 method="wB97M-V/def2-TZVPD" total_energy_ha=-1634.8733 smiles="CCOC(=O)Cc1csc(NC(=O)CCN2C(=O)c3ccccc3C2=O)n1" mol_weight_g_mol=387.42 lumo_ev=-0.58 e_above_lowest_kcal_mol=0.0
C 4.14828 4.77957 -0.41640 -0.3 -0.3 0.1
C 3.18536 4.09470 0.54220 0.5 0.2 0.2
O 2.35510 3.14901 -0.13848 -0.4 0.3 -0.1
C 2.86447 1.94616 -0.37136 0.0 -0.4 -0.3
O 3.96677 1.58995 -0.04945 0.2 0.0 0.0
C 1.84785 1.04716 -1.06333 0.2 0.2 0.2
C 1.33201 0.09169 -0.03733 0.4 -0.8 0.0
C 1.88796 -1.10148 0.29799 -0.2 0.1 0.0
S 1.00699 -1.85007 1.57835 -0.3 0.7 -0.1
C -0.06953 -0.45055 1.57152 1.0 -0.7 -0.2
N -1.10237 -0.40770 2.45847 -0.1 -0.4 0.7
C -2.20981 0.42248 2.52323 0.1 0.3 -0.2
O -2.97513 0.29216 3.44495 -0.2 0.0 0.2
C -2.40169 1.42469 1.41220 -0.2 0.1 -0.1
C -3.19648 0.79289 0.25615 0.0 0.2 0.2
N -2.40700 -0.15820 -0.48919 -0.3 0.1 0.0
C -2.29362 -1.49951 -0.15232 -0.2 -0.1 0.0
O -2.89891 -2.04330 0.73612 0.0 -0.1 0.0
C -1.30009 -2.06241 -1.09811 0.4 0.1 -0.5
C -0.78723 -3.33787 -1.20918 -0.1 0.1 0.0
C 0.16862 -3.56484 -2.19417 -0.1 -0.1 0.1
C 0.58170 -2.54730 -3.04054 0.0 0.2 -0.1
C 0.06203 -1.26181 -2.92840 -0.1 0.0 0.0
C -0.87434 -1.03350 -1.94179 0.1 -0.7 0.1
C -1.57493 0.20997 -1.53938 -0.1 0.1 0.0
O -1.48477 1.32102 -1.99345 0.0 0.1 0.0
N 0.23680 0.43815 0.69363 -0.4 0.5 0.2
H 3.59939 5.24970 -1.22868 0.0 0.1 -0.1
H 4.71376 5.53833 0.11663 0.1 0.1 0.0
H 4.84075 4.05112 -0.83103 0.1 0.0 0.0
H 3.74026 3.57518 1.33021 -0.1 0.1 -0.1
H 2.49058 4.81137 0.98408 0.1 -0.1 0.0
H 2.35225 0.50153 -1.86001 0.0 0.1 0.0
H 1.02744 1.64971 -1.45005 0.0 -0.1 -0.1
H 2.75391 -1.57234 -0.11715 0.2 -0.1 -0.1
H -1.11200 -1.13950 3.16098 -0.1 0.2 -0.1
H -2.98924 2.25018 1.81471 0.0 -0.1 0.1
H -1.44363 1.78625 1.04186 -0.2 0.1 0.0
H -3.50103 1.57757 -0.44025 0.0 -0.1 0.1
H -4.07538 0.27258 0.64557 0.1 0.1 -0.1
H -1.11552 -4.12443 -0.54795 0.0 -0.1 0.1
H 0.59504 -4.55081 -2.30156 0.0 -0.1 0.0
H 1.32140 -2.75606 -3.79892 0.1 0.0 -0.1
H 0.37688 -0.46619 -3.58517 0.0 0.1 -0.1